(1)
{
  "formula": "C37H42Cl2F7I2N2O21",
  "method": "wB97M-V/def2-TZVPD",
  "elements": ["C", "C", "C", "C", "C", "C", "Cl", "C", "C", "Cl", "C", "N", "C", "I", "C", "C", "N", "C", "C", "I", "C", "C", "H", "H", "H", "H", "H", "H", "H", "H", "H", "H", "H", "H", "H", "H", "H", "H", "H", "H", "H", "H", "H", "C", "C", "O", "C", "O", "O", "F", "H", "H", "H", "C", "C", "O", "C", "O", "O", "F", "H", "H", "H", "C", "C", "O", "C", "O", "O", "F", "H", "H", "H", "C", "C", "O", "C", "O", "O", "F", "H", "H", "H", "C", "C", "O", "C", "O", "O", "F", "H", "H", "H", "C", "C", "O", "C", "O", "O", "F", "H", "H", "H", "C", "C", "O", "C", "O", "O", "F", "H", "H", "H"],
  "xyz": [[3.0886, -0.3829, 1.3603], [2.8300, -0.2864, 0.0547], [1.9025, -1.1921, -0.6969], [0.5234, -0.6371, -0.8958], [-0.5563, -1.3955, -0.5466], [-0.4328, -2.7331, 0.0818], [-0.4346, -4.1738, -0.8782], [-0.3367, -2.8432, 1.3969], [-0.2463, -4.1253, 2.1419], [-0.3124, -1.3867, 2.3380], [-1.8163, -0.8966, -0.7623], [-1.9538, 0.3072, -1.2567], [-3.3918, 0.7901, -1.4277], [-3.4075, 2.7651, -2.2926], [-4.1311, 0.7491, -0.0756], [-4.3845, 2.0787, 0.6301], [-0.9710, 1.0835, -1.6146], [0.2437, 0.6197, -1.4618], [1.3563, 1.5245, -1.9274], [0.7072, 2.4441, -3.7772], [1.6372, 2.5861, -0.8594], [3.0809, 3.1008, -0.8570], [3.0946, 0.5204, 1.9566], [3.3181, -1.3033, 1.8823], [3.3249, 0.4935, -0.5028], [1.7835, -2.0876, -0.0921], [2.2874, -1.5403, -1.6589], [-0.2433, -3.8843, 3.2014], [-1.1407, -4.7197, 1.9905], [0.6545, -4.6914, 1.9343], [-2.6796, -1.4807, -0.5015], [-3.8422, 0.1754, -2.1892], [-3.6699, 0.0828, 0.6503], [-5.1085, 0.3333, -0.2870], [-3.4949, 2.6817, 0.7682], [-4.7385, 1.8324, 1.6301], [-5.1932, 2.6347, 0.1784], [2.2255, 0.9525, -2.2070], [0.9318, 3.3991, -1.0009], [1.4247, 2.1700, 0.1237], [3.1438, 4.1737, -0.7323], [3.6343, 2.8246, -1.7497], [3.5996, 2.6776, -0.0034], [-6.5472, 6.3471, -2.5843], [-5.8700, 6.8206, -1.3192], [-6.6061, 6.1480, -0.3123], [-7.0710, 4.9946, -0.8667], [-7.4948, 4.0757, -0.2494], [-6.9760, 5.0288, -2.2183], [-5.9995, 8.1559, -1.1482], [-7.4159, 6.9557, -2.8368], [-5.8763, 6.3151, -3.4387], [-4.8155, 6.5491, -1.2398], [-1.1020, -3.2515, -4.1737], [-2.4477, -3.5485, -4.7759], [-3.0903, -2.2799, -4.7108], [-2.1096, -1.3400, -4.7808], [-2.3009, -0.1920, -5.0032], [-0.8982, -1.8805, -4.5525], [-3.1457, -4.4369, -4.0292], [-1.1177, -3.3235, -3.0798], [-0.3133, -3.8924, -4.5748], [-2.4180, -3.8896, -5.8107], [1.5657, -7.9525, -5.2983], [0.2157, -8.2533, -5.9060], [-0.4418, -6.9946, -5.8097], [0.5222, -6.0423, -5.8576], [0.3125, -4.8876, -6.0642], [1.7424, -6.5704, -5.6458], [-0.4676, -9.1676, -5.1856], [1.5568, -8.0565, -4.2131], [2.3639, -8.5644, -5.7078], [0.2458, -8.5663, -6.9504], [-0.4122, -3.9012, 6.6693], [0.8053, -3.6095, 7.5149], [1.7806, -4.4697, 6.9489], [1.4536, -4.6394, 5.6404], [2.1759, -5.0747, 4.8104], [0.1776, -4.2300, 5.4031], [0.6098, -3.9484, 8.8080], [-0.9764, -4.7568, 7.0409], [-1.0805, -3.0490, 6.5788], [1.1580, -2.5780, 7.4628], [-8.1885, -0.8473, 0.8645], [-8.6559, -1.6505, 2.0562], [-7.5381, -2.4917, 2.3115], [-6.4347, -1.8242, 1.8905], [-5.3180, -2.1053, 2.1778], [-6.7730, -0.7807, 1.0951], [-9.7276, -2.4154, 1.7561], [-8.3806, -1.3612, -0.0778], [-8.6255, 0.1467, 0.8218], [-8.8735, -1.0583, 2.9461], [8.1479, 2.4105, 0.9691], [6.7727, 2.0711, 0.4473], [6.1140, 3.3240, 0.4796], [7.0853, 4.2753, 0.3150], [6.8695, 5.4049, 0.0330], [8.3168, 3.7559, 0.5101], [6.1178, 1.2082, 1.2675], [8.1929, 2.3895, 2.0588], [8.9246, 1.7641, 0.5699], [6.7592, 1.6782, -0.5713], [7.3436, 6.3502, 3.7024], [8.3929, 7.4344, 3.7596], [9.5445, 6.7202, 4.1732], [9.4054, 5.4435, 3.7213], [10.2789, 4.6489, 3.6551], [8.1212, 5.2008, 3.3460], [8.0930, 8.3732, 4.6881], [6.8701, 6.1832, 4.6707], [6.5742, 6.5454, 2.9595], [8.5927, 7.9227, 2.8047]],
  "forces_ev_per_a": [[0.008, 0.113, 0.217], [0.020, 0.004, -0.301], [1.053, -1.088, 0.035], [0.588, 0.227, -0.120], [-0.026, -1.158, -0.163], [-0.110, 0.216, 0.187], [0.039, 0.221, 0.034], [0.048, -0.354, 0.135], [-0.256, 0.450, 1.008], [-0.021, 0.027, 0.083], [0.167, -0.508, 0.153], [-1.470, 0.694, -0.292], [0.649, 1.155, 0.512], [-0.011, -0.433, -0.210], [-0.511, 0.445, -0.288], [-0.093, -0.493, 0.707], [-0.287, -0.240, 0.189], [0.984, 0.138, -0.414], [-0.922, 0.432, -0.173], [0.413, -0.048, 0.001], [0.297, 0.268, -0.120], [-0.084, -0.181, 0.276], [1.539, 0.238, -0.083], [-1.407, -0.376, 0.234], [-0.888, 0.973, 0.157], [0.018, -0.192, -0.015], [0.016, 0.194, -0.237], [0.154, -0.156, 0.015], [-0.026, -0.263, -0.344], [0.072, -0.105, -0.253], [-0.382, 0.082, -0.071], [0.029, -0.352, -0.133], [0.260, -0.235, -0.222], [-0.132, -0.257, 0.002], [0.136, 0.183, -0.182], [-0.032, -0.033, 0.145], [0.051, 0.295, -0.296], [0.170, -0.137, 0.034], [-0.135, 0.076, -0.007], [-0.103, -0.156, 0.103], [-0.060, 0.226, -0.108], [-0.012, 0.050, -0.223], [0.241, -0.071, 0.049], [0.089, -0.081, -0.391], [-0.331, 0.317, 0.040], [0.294, -0.278, -0.233], [-0.244, -0.205, 0.045], [0.002, -0.060, 0.058], [0.165, 0.292, 0.214], [0.034, -0.057, 0.058], [0.026, 0.108, 0.162], [-0.010, -0.223, 0.006], [0.029, 0.113, 0.038], [0.620, -0.258, 0.243], [-0.145, 0.001, 0.246], [0.197, -0.136, -0.264], [-0.102, 0.297, -0.008], [-0.113, 0.302, 0.176], [-0.036, -0.253, 0.086], [-0.086, 0.026, 0.027], [-0.280, 0.035, -0.358], [-0.245, 0.574, 0.144], [-0.056, -0.091, 0.021], [0.322, -0.112, -0.056], [-0.144, -0.113, 0.361], [0.245, -0.008, -0.309], [0.014, 0.191, -0.094], [0.137, -0.351, -0.162], [-0.147, -0.149, 0.017], [-0.060, 0.063, -0.018], [-0.175, -0.034, -0.001], [0.087, 0.201, -0.121], [-0.082, -0.059, 0.013], [-0.336, 0.187, -0.152], [-0.072, -0.361, 0.245], [-0.110, 0.355, -0.275], [0.116, -0.210, -0.105], [-0.001, -0.033, -0.078], [0.090, 0.085, 0.424], [0.070, 0.011, -0.023], [0.144, -0.035, 0.147], [0.068, 0.025, -0.216], [0.014, 0.003, 0.116], [-0.098, 0.359, -0.118], [-0.158, -0.311, -0.263], [0.108, 0.434, 0.129], [0.148, -0.156, -0.018], [0.109, -0.031, -0.090], [-0.241, -0.088, 0.070], [0.068, -0.029, 0.061], [-0.064, -0.165, 0.100], [0.221, 0.095, 0.066], [-0.084, -0.060, 0.021], [0.446, -0.158, 0.026], [-0.098, 0.038, 0.423], [0.367, -0.107, -0.326], [0.201, 0.438, 0.121], [-0.147, 0.072, 0.098], [-0.410, -0.267, -0.073], [-0.082, 0.019, -0.090], [-0.174, -0.006, 0.009], [0.079, 0.175, -0.117], [-0.090, -0.113, 0.044], [-0.395, -0.103, -0.255], [-0.026, 0.045, 0.390], [-0.133, -0.093, -0.413], [0.176, -0.209, 0.054], [0.007, -0.086, 0.044], [-0.010, 0.283, 0.087], [0.071, -0.011, -0.020], [0.140, 0.147, 0.097], [0.110, -0.164, -0.152], [-0.017, 0.104, 0.048]],
  "spin_multiplicity": 1,
  "e_homo_ev": -11.504,
  "energy_ev": -145288.35297,
  "gap_ev": 7.73,
  "largest_force_ev_per_a": 1.7,
  "charge": 1
}

***

(2)
{
  "formula": "C16H45CuN3O9P",
  "method": "wB97M-V/def2-TZVPD",
  "elements": ["Cu", "P", "O", "O", "O", "O", "C", "C", "O", "H", "H", "H", "H", "H", "H", "C", "C", "O", "H", "H", "H", "H", "H", "H", "C", "C", "C", "O", "C", "N", "H", "H", "H", "H", "H", "H", "H", "H", "H", "H", "H", "C", "C", "C", "O", "C", "N", "H", "H", "H", "H", "H", "H", "H", "H", "H", "H", "H", "C", "C", "C", "O", "C", "N", "H", "H", "H", "H", "H", "H", "H", "H", "H", "H", "H"],
  "xyz": [[-0.2794, -0.0371, -0.8519], [-0.5726, -0.1462, -3.5048], [-1.1680, -0.1013, -4.9020], [-0.8482, 1.1935, -2.7660], [0.9659, -0.2266, -3.5895], [-1.1286, -1.3204, -2.7234], [-1.2649, 3.3068, -0.0663], [-2.6014, 2.6417, -0.3104], [-2.5688, 1.3067, -0.7458], [-1.3236, 4.2428, 0.4893], [-0.8168, 3.4429, -1.0505], [-0.6014, 2.6670, 0.5154], [-3.2093, 3.3054, -0.9253], [-3.0643, 2.6267, 0.6763], [-2.1041, 1.3969, -1.5809], [1.5295, -2.9513, -1.2453], [2.6547, -1.8989, -1.1653], [2.0506, -0.6122, -1.3334], [1.9085, -3.9622, -1.0951], [1.0387, -3.0659, -2.2118], [0.6986, -2.7669, -0.5643], [3.3427, -2.0847, -1.9901], [3.2364, -1.9726, -0.2465], [1.6671, -0.4886, -2.2048], [-4.0503, -3.0630, -0.5667], [-2.8544, -2.6825, 0.2756], [-1.8612, -3.8583, 0.3644], [-2.5467, -4.9061, 1.0628], [-1.8375, -6.1314, 1.0122], [-2.2063, -1.4832, -0.2980], [-3.7378, -3.5205, -1.5054], [-4.5864, -2.1653, -0.8747], [-4.6949, -3.7569, -0.0270], [-3.1772, -2.5462, 1.3077], [-0.9404, -3.5997, 0.8873], [-1.5799, -4.3281, -0.5780], [-2.3362, -7.0446, 1.3369], [-1.0529, -6.1498, 1.7685], [-1.2445, -6.2925, 0.1120], [-2.7764, -0.6609, -0.4355], [-1.9194, -1.6667, -1.2488], [3.5680, 2.6692, -1.6727], [2.0806, 2.9165, -1.5722], [1.7341, 4.4135, -1.3177], [2.3426, 4.7691, -0.0279], [2.5170, 6.1588, 0.1355], [1.4975, 2.4140, -2.7739], [3.8333, 1.6121, -1.6888], [4.1808, 3.0514, -0.8563], [3.8540, 3.1268, -2.6197], [1.7456, 2.2224, -0.8015], [0.6765, 4.6676, -1.3888], [2.2040, 4.9686, -2.1296], [3.4022, 6.3042, 0.7547], [1.7070, 6.7234, 0.5972], [2.7048, 6.7042, -0.7893], [0.5438, 2.1598, -2.5596], [1.8176, 1.4773, -2.9743], [2.2047, -0.8315, 2.7536], [0.7826, -0.6081, 2.1891], [-0.2511, -0.0687, 3.1578], [-0.5046, -1.0157, 4.1998], [-1.6858, -0.7433, 4.9771], [0.9731, 0.3490, 1.1118], [2.1293, -1.3967, 3.6826], [2.6945, 0.1214, 2.9541], [2.8614, -1.3548, 2.0585], [0.3350, -1.5018, 1.7542], [-1.1705, 0.0627, 2.5873], [0.0667, 0.9277, 3.4649], [-1.6751, 0.0779, 5.6938], [-1.9423, -1.6306, 5.5560], [-2.4803, -0.5544, 4.2552], [1.7135, 0.0378, 0.4994], [1.4007, 1.1300, 1.5885]],
  "forces_ev_per_a": [[-0.153, 0.167, 0.373], [2.834, 1.529, 1.631], [-1.003, -0.491, -1.460], [-1.281, -0.778, 0.703], [-0.532, -0.714, -0.492], [-0.396, -0.399, -0.496], [0.618, -0.612, -0.763], [-0.606, 0.592, 2.210], [-0.274, 0.925, 0.500], [-0.310, 0.173, -0.273], [0.297, 0.254, 0.209], [0.008, -0.228, -0.049], [-0.189, -0.198, -0.410], [-0.543, -0.115, 0.065], [0.723, -0.773, -1.573], [0.256, -0.721, -0.057], [-1.772, -0.293, -1.438], [1.568, -0.233, 2.900], [0.222, -0.143, 0.538], [0.255, 0.804, -0.322], [0.221, 0.163, 0.355], [0.208, 0.050, -0.074], [-0.272, 0.337, 0.207], [-0.553, -0.102, -2.235], [-0.355, -0.225, -0.210], [0.691, 0.226, -0.718], [-0.532, -0.469, 0.205], [-0.179, -0.950, 0.012], [1.397, 0.205, 1.101], [0.828, -0.537, 0.947], [0.146, -0.177, -0.015], [-0.245, -0.003, 0.308], [-0.170, 0.016, -0.155], [0.042, 0.480, 0.104], [0.077, 0.255, 0.203], [0.055, 0.669, -0.597], [-1.154, 0.386, -0.642], [0.481, 0.564, 0.398], [-0.587, 0.015, -0.596], [-0.655, -0.041, 0.666], [0.100, -0.502, -0.484], [0.789, 0.507, 0.046], [0.314, -0.667, 0.750], [1.236, -1.047, 0.529], [-0.961, 0.507, -1.197], [0.575, 0.167, 0.048], [-0.299, 0.989, -0.724], [-0.479, -0.172, -0.320], [-0.194, 0.500, 0.063], [0.497, -0.023, -0.076], [-0.360, 0.625, 1.135], [-0.048, -0.247, 0.429], [0.366, 0.215, -0.024], [0.028, -0.024, 0.156], [-0.540, -0.431, 0.271], [0.140, -0.282, -0.443], [-0.618, 0.416, -0.464], [0.600, -0.056, -0.298], [-0.875, -0.650, 0.811], [1.065, -0.500, -0.262], [-0.350, -0.461, -0.203], [0.137, 0.786, 0.805], [0.063, -0.470, -1.048], [-0.878, 0.532, -0.355], [0.319, -0.094, 0.104], [-0.165, 0.173, 0.172], [-0.248, -0.156, -0.113], [0.302, -0.326, 0.058], [-0.196, 0.116, -0.192], [0.046, 0.148, 0.749], [0.675, 0.374, -0.174], [0.224, -0.162, -0.223], [-0.377, 0.057, 0.129], [0.151, -0.314, -0.381], [-0.207, 0.865, -0.335]],
  "spin_multiplicity": 2,
  "e_homo_ev": [-5.295, -5.209],
  "energy_ev": -94149.12692,
  "gap_ev": [7.82, 6.21],
  "largest_force_ev_per_a": 3.6,
  "charge": -1
}

***

(3)
{
  "formula": "C6H13BrN3",
  "method": "wB97M-V/def2-TZVPD",
  "elements": ["C", "C", "C", "N", "N", "C", "N", "C", "C", "Br", "H", "H", "H", "H", "H", "H", "H", "H", "H", "H", "H", "H", "H"],
  "xyz": [[-0.2588, -2.5949, -0.8201], [-0.3132, -1.4937, 0.2978], [-1.4188, -1.7166, 1.3537], [-0.6092, -0.2305, -0.3695], [0.0973, 0.0974, -1.5416], [0.8559, 1.0950, -1.4000], [0.7996, 1.7845, -0.2388], [1.9273, 2.6726, 0.1055], [-0.2705, 1.5055, 0.5425], [-1.9754, 2.4071, 0.0033], [0.4218, -2.3038, -1.6005], [0.0137, -3.5179, -0.2128], [-1.1504, -2.6497, -1.3951], [0.7492, -1.2210, 0.7751], [-1.0552, -1.8654, 2.3692], [-2.0890, -2.5150, 1.0956], [-2.0517, -0.8556, 1.3999], [-1.5537, 0.0662, -0.5754], [1.4698, 1.3553, -2.2411], [1.9198, 2.8238, 1.2641], [2.7585, 2.0437, -0.0997], [1.8106, 3.6270, -0.3714], [-0.0777, 1.4859, 1.6593]],
  "forces_ev_per_a": [[1.305, -0.053, 2.407], [1.296, 0.023, -0.008], [0.692, 0.114, 0.020], [0.363, 4.670, 0.373], [0.212, -2.232, -0.232], [-0.858, -0.024, -0.569], [0.565, 0.894, 0.363], [-1.143, -0.650, 3.252], [-0.963, -1.311, 0.115], [0.940, -0.491, 0.594], [1.020, -0.279, 0.176], [-0.390, 0.797, -1.509], [-1.388, -0.393, 0.255], [-2.137, -1.265, -0.966], [0.218, -0.171, -0.168], [-0.016, -0.615, -0.218], [-0.394, 0.792, 0.104], [-0.793, -0.791, 0.322], [0.417, 0.449, 0.007], [-0.012, -0.145, -2.111], [1.297, 0.438, -0.431], [0.374, 0.285, -0.371], [-0.604, -0.042, -1.406]],
  "smiles": "CC(C)N/N=C\\[N+](C)=C/Br",
  "spin_multiplicity": 1,
  "e_above_lowest_kcal_mol": 23.52,
  "e_homo_ev": -13.883,
  "energy_ev": -80935.99958,
  "gap_ev": 9.57,
  "largest_force_ev_per_a": 4.7,
  "charge": 1
}

***

(4)
{
  "formula": "C7H7N",
  "method": "wB97M-V/def2-TZVPD",
  "elements": ["C", "C", "C", "C", "C", "C", "C", "N", "H", "H", "H", "H", "H", "H", "H"],
  "xyz": [[-0.8873, -0.0655, 0.9326], [-1.5283, 0.3058, 1.8852], [-0.0401, -0.3497, -0.1070], [1.1816, -0.6132, -1.8643], [1.2238, -0.9918, -3.1482], [1.8790, 0.3695, -0.8984], [-2.2522, 0.8105, 3.0150], [0.0752, -1.1398, -1.0381], [0.5359, -1.6461, -3.6640], [2.0310, -0.7642, -3.8372], [2.1295, 1.3198, -1.0319], [2.4781, -0.1308, -0.2517], [-2.5556, -0.0217, 3.5818], [-1.4252, 1.2898, 3.5301], [-2.8453, 1.6274, 2.8962]],
  "forces_ev_per_a": [[-0.478, 0.154, 1.072], [-0.113, 0.014, -1.620], [3.528, 2.422, -0.451], [-1.775, -0.694, 0.593], [1.123, 0.266, -0.053], [-5.309, -3.854, 0.006], [3.530, -0.985, 0.346], [0.418, -1.283, -2.802], [-0.448, -0.201, 0.800], [0.119, 0.734, 0.370], [0.949, 3.885, -1.308], [1.816, -1.464, 1.991], [-1.075, -0.601, 0.988], [0.256, -0.056, 0.952], [-2.541, 1.664, -0.884]],
  "spin_multiplicity": 1,
  "e_above_lowest_kcal_mol": 136.88,
  "e_homo_ev": [-7.814, -7.819],
  "energy_ev": -8855.68877,
  "gap_ev": [7.82, 7.83],
  "largest_force_ev_per_a": 6.6,
  "charge": 0
}